Model one:
A single C4H5N molecule, computed with the ωB97M-V functional and the def2-TZVPD basis.

The geometry in XYZ format:
```
10
Properties=species:S:1:pos:R:3:mulliken_charge:R:1
C -0.03257 1.16433 0.00265 -0.303
C 0.76766 0.33047 0.85474 -0.280
C 0.47258 -0.99064 0.50618 -0.439
N -0.45259 -0.94523 -0.53959 -0.066
C -0.89529 0.40792 -0.75341 -0.455
H 0.17829 2.24324 -0.13383 0.324
H 1.40618 0.65145 1.68308 0.356
H 0.86368 -1.87755 0.99735 0.350
H -0.82525 -1.76488 -1.01114 0.205
H -1.48269 0.78089 -1.60603 0.306
```

Computed properties:
charge: 0
HOMO level: -8.38 eV
SMILES string: c1cc[nH]c1

***

Model two:
A single C4H5N molecule, computed with the ωB97M-V functional and the def2-TZVPD basis.

The geometry in XYZ format:
```
10
Properties=species:S:1:pos:R:3:mulliken_charge:R:1
H 1.15918 -2.95163 -0.47289 0.245
N 1.36976 -2.53093 0.48917 -0.702
C 0.97408 -1.37699 0.65138 0.439
C 0.85053 -0.20174 1.48599 -0.489
C 0.17528 -0.16995 0.28126 0.324
C -0.75619 0.61224 -0.49692 -0.943
H 1.11987 0.51442 2.26996 0.311
H -0.44382 0.72888 -1.53687 0.275
H -1.08762 1.67382 -0.21524 0.271
H -1.70498 0.10657 -0.55771 0.270
```

Computed properties:
charge: 0
HOMO level: -8.91 eV
SMILES string: [H]/N=c1/cc1C

***

The structure with the greatest stability is model one.

***

Model one:
A single C4H5N molecule, computed with the ωB97M-V functional and the def2-TZVPD basis.

The geometry in XYZ format:
```
10
Properties=species:S:1:pos:R:3:mulliken_charge:R:1
C -0.50492 -1.42385 -0.92180 -0.648
C -0.65442 -0.32133 -0.23103 -0.285
C -0.22049 0.50971 0.77122 0.157
C 1.20735 0.93381 0.50119 -0.191
N 0.25298 1.87788 0.29646 -0.347
H -1.20440 -1.77804 -1.67501 0.247
H -0.63931 0.46062 1.76927 0.342
H 1.80305 0.57882 -0.34792 0.226
H 0.37060 -2.05069 -0.73319 0.250
H 0.02029 2.13576 -0.67417 0.251
```

Computed properties:
charge: 0
HOMO level (alpha / beta): -7.98 / -7.84 eV

***

Model two:
A single C4H5N molecule, computed with the ωB97M-V functional and the def2-TZVPD basis.

The geometry in XYZ format:
```
10
Properties=species:S:1:pos:R:3:mulliken_charge:R:1
C 0.17492 1.16168 -0.01903 -0.196
C 1.21325 0.11826 -0.05249 -0.428
C 0.50279 -1.01954 -0.06940 -0.358
N -0.83149 -0.80015 0.03527 -0.053
C -1.03568 0.60253 -0.02954 -0.629
H 0.44842 2.15076 0.07813 0.443
H 2.30695 0.26107 0.14948 0.303
H 0.82581 -2.01293 0.02937 0.381
H -1.55614 -1.53889 -0.01590 0.231
H -2.04881 1.07721 -0.10589 0.306
```

Computed properties:
charge: 0
HOMO level: -8.52 eV
SMILES string: c1cc[nH]c1

***

The structure with the greatest stability is model two.

***

Model one:
2 unconnected molecules or ions with the total composition C4H7N2O2, computed with the ωB97M-V functional and the def2-TZVPD basis.

The geometry in XYZ format:
```
15
Properties=species:S:1:pos:R:3:mulliken_charge:R:1
C -1.04791 1.79209 0.58917 -0.674
C 0.75085 -0.44739 -0.81334 -1.051
C 1.77643 -0.60784 -0.10970 0.692
C -1.66514 0.68903 0.25938 0.312
N -2.17997 -0.45648 0.02224 0.722
N 2.82157 -0.87153 0.56350 -0.326
O -3.52226 -0.58779 0.35785 -0.457
O -1.65215 -1.44393 -0.54613 -0.667
H -1.41298 2.64756 0.04912 0.275
H -0.52889 1.90122 1.56590 0.278
H 0.37473 0.38061 -1.42103 0.439
H -3.79452 -1.54422 0.13837 0.386
H 3.07442 -0.18075 1.27772 0.317
H 3.62798 -1.26651 0.14011 0.293
H -0.28388 -1.18582 -0.61846 0.461
```

Computed properties:
charge: +1
HOMO level: -13.59 eV

***

Model two:
A gas-phase ion, C4H7N2O2 (charge +1), computed with the ωB97M-V functional and the def2-TZVPD basis.

The geometry in XYZ format:
```
15
Properties=species:S:1:pos:R:3:mulliken_charge:R:1
C 0.64718 -0.75479 1.24039 -0.377
C -0.52634 -0.90846 0.30107 -0.698
C -0.13436 1.27817 -1.00015 -0.005
C 1.26552 0.98122 -1.26771 0.142
N 1.97704 -0.55552 0.55905 -0.149
N -1.12876 0.37155 -0.19406 -0.243
O 0.25620 0.78292 -2.19726 -0.301
O 1.96752 0.01052 -0.66007 -0.100
H 0.56422 0.01324 2.13607 0.329
H 0.86396 -1.66745 1.83170 0.342
H -0.15541 -1.57165 -0.54278 0.352
H -1.34125 -1.31770 0.86340 0.413
H -0.70502 2.21469 -0.96716 0.480
H -2.00415 0.34828 -0.76375 0.376
H -1.54634 0.77499 0.66125 0.440
```

Computed properties:
charge: +1
HOMO level (alpha / beta): -14.24 / -13.92 eV

***

Model three:
2 unconnected molecules or ions with the total composition C4H7N2O2, computed with the ωB97M-V functional and the def2-TZVPD basis.

The geometry in XYZ format:
```
15
Properties=species:S:1:pos:R:3:mulliken_charge:R:1
C 2.70681 1.40515 -0.22331 -0.155
C -0.26529 -0.04473 -0.57219 0.601
C -1.76031 1.68243 0.04399 -0.587
C -0.42391 -2.33437 0.20311 -0.575
N 2.57257 -0.81960 0.58630 -0.629
N 2.71932 0.22782 0.07438 0.445
O -1.31533 0.31918 0.08348 -0.232
O 0.13880 -1.19901 -0.56079 -0.158
H 2.66023 2.14947 -0.88830 0.457
H -2.13914 1.91958 -0.91220 0.329
H -0.91827 2.29794 0.44524 0.306
H -2.56912 1.79042 0.69518 0.266
H -0.22561 -3.17857 -0.50458 0.241
H -1.38923 -1.99509 0.43360 0.370
H 0.20849 -2.22062 1.09609 0.322
```

Computed properties:
charge: +1
HOMO level (alpha / beta): -12.91 / -12.59 eV

***

The structure with the greatest stability is model one.